Molecular formula: C12H20ClI2OP2Sn
Method: DFT, the ωB97M-V functional and the def2-TZVPD basis

LUMO level (spin up / spin down) (Eh): -0.532 / -0.532
Orbital gap (spin up / spin down) (eV): 2.378 / 2.414
F_max (eV/Å): 5.53
Total energy (hartree): -2495.95896
Energy above the lowest of the compared OMol25 structures with the same formula, charge and spin (eV): 1.074

```
! wB97M-V def2-TZVPD RIJCOSX def2/J DEFGRID3
* xyz 3 1
C -1.46 1.76 -2.12
H 1.68 -3.41 0.60
H -4.35 -0.42 -0.75
H -1.51 3.69 0.12
H -0.74 2.52 -1.79
H -6.46 3.71 0.29
H 2.45 -2.62 -0.82
H 2.98 1.11 0.34
O 0.03 -1.68 -1.76
H 3.76 -1.36 2.65
C -5.37 3.71 0.25
Sn -0.60 0.20 1.13
C 2.44 -2.67 0.28
H -2.71 5.78 0.63
H -5.27 1.61 -0.24
H -3.10 -1.05 -1.86
C 3.22 0.06 0.14
H -2.23 2.22 -2.77
H -0.92 0.99 -2.68
C -3.57 -0.13 -1.48
C -2.60 3.68 0.12
I -0.87 -4.05 -3.94
H 3.17 -0.09 -0.94
H -5.19 5.80 0.76
I -1.88 -4.42 -1.39
H 2.17 -1.88 3.27
C -0.06 -0.90 -0.91
C -3.30 2.49 -0.16
C -4.70 2.52 -0.07
H -4.08 0.40 -2.31
H 4.24 -0.17 0.49
C -4.66 4.88 0.51
C 2.69 -1.11 2.68
Cl 0.65 2.23 0.60
H 3.43 -2.97 0.67
C -3.26 4.87 0.43
H 2.54 -0.15 3.19
P 2.01 -1.05 0.98
P -2.38 1.01 -0.71
*
```